1.
The following is a quantum chemistry calculation of a molecular structure, C25H25BN8O2Pd, from OMol25.

Charge ... +2
Gap between HOMO and LUMO (alpha / beta) ... 8.727 / 3.635 eV
<S²> ... 6.04
ΔE to the lowest compared entry with this formula, charge and spin ... 11.5 kcal per mole
E_LUMO (alpha / beta) ... -0.201 / -0.382 hartree
Calculated total energy ... -46484.635 eV
2S+1 ... 5

```
62
Properties=species:S:1:pos:R:3:forces:R:3
H 0.984 -2.232 1.069 0.261 -0.191 -0.088
N 1.576 -2.118 -0.941 -0.358 -1.053 2.029
B 2.405 -2.629 -3.316 0.037 0.799 -0.576
N 2.182 -2.982 -1.822 0.617 -1.768 0.697
C 2.539 -4.104 -1.166 -0.094 1.506 -2.220
Pd 0.796 -0.236 -1.416 1.124 0.206 -0.639
H 3.059 -4.875 -1.715 -0.085 -0.136 0.254
C 2.114 -3.978 0.147 -0.184 -0.493 1.369
H 2.215 -4.709 0.935 0.024 -0.027 -0.041
C 1.491 -2.729 0.249 0.039 1.144 -1.349
H 2.768 -3.586 -3.945 -0.034 0.188 0.230
C 0.561 3.443 -1.369 0.194 -0.349 0.031
H 0.130 4.158 -0.661 0.246 -0.083 -0.267
H -0.195 3.130 -2.087 -0.050 0.156 -0.082
H 1.422 3.873 -1.888 -0.269 0.051 0.113
N 3.434 -1.492 -3.314 0.743 -0.180 -0.189
N 1.124 -2.017 -3.910 -0.550 0.319 0.400
N 3.153 -0.340 -2.618 0.563 0.961 -0.064
N 0.385 -1.069 -3.238 -1.157 -0.695 -1.409
C 4.637 -1.421 -3.919 -0.810 0.126 0.709
C 0.518 -2.327 -5.074 -0.704 0.665 0.837
H 4.986 -2.267 -4.496 0.104 0.269 0.034
H 0.980 -3.042 -5.736 -0.176 0.055 -0.032
C 5.182 -0.176 -3.609 -0.320 -0.198 0.065
C -0.682 -1.611 -5.135 0.292 -0.067 0.350
C 4.210 0.467 -2.797 -0.746 -1.007 0.032
C -0.749 -0.856 -3.949 1.479 -0.780 -0.206
H 6.130 0.202 -3.939 0.077 0.156 -0.029
H -1.417 -1.654 -5.913 -0.079 0.024 -0.130
H 4.240 1.456 -2.367 -0.028 -0.078 0.033
H -1.517 -0.208 -3.549 0.067 -0.003 -0.208
H 0.904 2.547 -0.832 -0.011 0.273 0.068
O 2.201 0.863 1.570 -1.522 0.053 -0.161
C 0.986 0.861 1.509 -0.033 -0.021 0.332
N 0.081 1.419 2.435 1.495 0.481 -0.400
C -1.272 0.994 2.205 -0.032 0.009 1.281
C -1.135 0.366 0.810 -0.609 -0.330 -1.257
O -2.060 0.018 0.083 0.779 0.386 0.781
N 0.180 0.295 0.506 0.441 0.155 0.119
C -1.669 0.003 3.294 -0.374 -0.264 -0.077
C -2.067 -1.285 2.951 -0.218 -0.061 0.326
C -2.533 -2.153 3.947 0.071 0.191 -0.115
C -2.590 -1.729 5.273 0.113 -0.012 -0.012
C -2.140 -0.449 5.626 0.062 0.168 -0.385
C -1.674 0.424 4.638 -0.218 -0.420 -0.048
C -2.192 2.195 2.126 -0.109 -1.600 0.849
C -3.427 2.227 2.782 -1.400 0.899 0.244
C -4.280 3.316 2.571 0.275 -2.088 1.189
C -3.902 4.345 1.701 0.496 0.911 -0.971
C -2.648 4.320 1.067 1.071 -0.669 -0.084
C -1.779 3.256 1.323 -0.098 2.452 -1.176
H 0.443 1.628 3.356 -0.188 -0.050 0.005
H -2.071 -1.607 1.906 -0.057 0.113 0.377
H -2.877 -3.143 3.647 0.086 0.224 0.259
H -2.980 -2.396 6.042 0.118 0.187 -0.212
H -2.179 -0.109 6.661 0.025 -0.178 -0.266
H -1.362 1.438 4.913 -0.104 -0.364 -0.092
H -3.717 1.421 3.461 0.073 0.288 -0.368
H -5.238 3.344 3.095 0.290 0.072 -0.274
H -4.580 5.176 1.509 0.141 -0.176 0.101
H -2.325 5.111 0.386 -0.270 -0.180 0.323
H -0.760 3.234 0.928 -0.513 0.030 -0.010
```
Positions in Å, forces in eV/Å.

2.
The following is a quantum chemistry calculation of a molecular structure, C25H25Br2Cl4N4O5S2Ti, from OMol25.

Charge ... -1
Gap between HOMO and LUMO (alpha / beta) ... 6.013 / 6.014 eV
ΔE to the lowest compared entry with this formula, charge and spin ... 29.8 kcal per mole
E_LUMO (alpha / beta) ... 0.039 / 0.039 hartree
Calculated total energy ... -277492.688 eV

```
68
Properties=species:S:1:pos:R:3:forces:R:3
Ti -1.582 -2.424 -0.759 1.859 0.345 2.438
C 1.636 4.096 0.706 0.241 -0.650 2.653
N 0.849 3.722 1.912 0.151 2.281 0.145
C -0.346 4.528 2.137 1.126 -0.200 1.059
C 1.018 2.456 2.574 -0.352 -1.464 -1.558
C 2.264 2.265 3.464 0.196 0.499 0.820
N 2.422 0.939 4.074 1.274 0.074 -0.240
C 3.497 1.044 5.045 0.701 -1.348 0.211
C 1.240 0.365 4.648 -1.006 1.539 0.298
H 1.082 3.822 -0.168 0.120 -0.294 -0.985
H 1.927 5.163 0.685 -0.584 -0.226 0.142
H 2.588 3.584 0.892 -0.161 -0.227 -0.977
H -1.152 4.352 1.430 -0.220 -0.005 -0.357
H -0.040 5.603 2.121 -0.498 -0.597 -0.005
H -0.718 4.274 3.153 0.038 0.372 -0.576
H 1.030 1.709 1.744 0.106 -0.204 0.720
H 0.086 2.221 3.157 0.950 0.347 -0.413
H 2.163 2.992 4.289 -0.202 0.251 0.184
H 3.276 2.521 3.063 -1.040 -0.158 -0.531
H 3.274 1.704 5.879 -0.291 0.463 0.358
H 4.421 1.399 4.590 -0.110 0.179 -0.241
H 3.794 0.061 5.507 -0.636 0.633 -0.581
H 0.617 -0.014 3.828 -0.139 -0.017 0.448
H 0.669 1.203 5.220 0.432 -1.341 -0.486
H 1.508 -0.432 5.343 -0.119 0.010 -0.151
C -1.081 -2.283 -4.248 0.581 -1.060 -0.386
C -2.173 -1.472 -3.722 -1.211 1.966 1.519
C -3.079 -0.790 -4.649 0.550 -0.193 1.288
C -3.973 0.133 -4.224 -0.815 0.570 0.796
C -4.046 0.402 -2.790 0.546 0.979 -0.965
C -4.675 1.540 -2.217 -0.455 -1.486 2.149
Br -5.217 2.904 -3.313 -0.761 1.014 -0.753
C -4.842 1.640 -0.824 1.027 -0.509 -0.486
C -4.160 0.718 0.043 -0.892 0.894 -1.451
Br -4.080 0.949 1.896 -0.302 0.041 0.077
C -3.459 -0.316 -0.524 0.693 -1.203 1.487
O -2.922 -1.298 0.230 1.018 -0.021 -1.720
C -3.300 -0.378 -1.917 1.336 -1.259 -1.058
N -2.269 -1.272 -2.375 -2.407 0.164 -2.381
H -0.438 -1.696 -4.909 0.108 0.272 0.350
H -1.434 -3.082 -4.914 -0.257 0.012 0.291
H -0.515 -2.725 -3.425 0.182 0.128 -0.519
H -2.967 -0.980 -5.691 0.101 -0.339 -0.592
H -4.712 0.661 -4.909 1.347 -0.712 0.914
H -5.449 2.433 -0.398 0.335 0.056 -0.080
Cl 3.626 -5.159 2.557 0.285 -0.264 0.376
C 2.593 -4.588 1.318 1.119 -0.153 -1.550
C 3.136 -4.368 0.033 -1.333 0.392 -0.559
Cl 4.795 -4.495 -0.386 0.360 -0.329 0.481
C 2.284 -3.944 -1.041 0.612 -0.614 0.628
Cl 2.718 -3.994 -2.722 0.255 0.153 0.328
C 1.017 -3.546 -0.756 -1.769 0.741 3.181
O 0.134 -3.005 -1.566 -1.490 0.310 -0.278
C 0.492 -3.605 0.636 2.485 -1.325 -0.217
O -0.646 -3.028 0.914 -0.878 0.325 -1.869
C 1.251 -4.370 1.582 -1.483 1.279 -1.533
Cl 0.418 -5.070 2.913 0.163 0.304 0.412
O -2.217 -5.482 -3.019 -0.522 0.804 1.411
C -2.376 -4.816 -2.052 0.403 1.265 1.564
N -2.490 -4.106 -1.025 -0.141 -1.935 -3.398
C 2.782 1.900 -2.669 -0.417 0.470 0.050
O 2.159 0.775 -2.038 -1.847 0.927 0.526
C 0.718 0.765 -1.997 2.730 -2.216 2.435
S -0.096 1.262 -3.258 -1.536 1.117 -1.967
S 0.143 -0.015 -0.520 0.200 0.388 -0.899
H 3.755 2.012 -2.172 -0.297 0.029 -0.282
H 2.198 2.847 -2.649 0.123 -0.587 0.798
H 2.873 1.792 -3.737 0.418 -0.661 -0.490
```
Positions in Å, forces in eV/Å.

3.
The following is a quantum chemistry calculation of a molecular structure, C25H25BrN2O2S, from OMol25.

Charge ... 0
Gap between HOMO and LUMO ... 7.000 eV
ΔE to the lowest compared entry with this formula, charge and spin ... 63.6 kcal per mole
E_LUMO ... -0.012 hartree
Calculated total energy ... -114278.805 eV

```
56
Properties=species:S:1:pos:R:3:forces:R:3
Br 2.275 0.549 -0.523 1.596 -0.010 0.044
C 0.872 0.471 0.759 0.184 -2.677 -1.882
S 1.542 0.956 2.460 0.058 -0.653 0.865
C 3.020 2.046 2.710 0.107 0.287 -0.425
C 4.242 1.393 2.908 -0.194 -0.105 -0.357
C 5.395 2.135 3.185 -0.302 -0.037 -0.042
C 5.321 3.530 3.269 -0.389 -0.214 0.201
C 4.079 4.176 3.170 -0.200 -0.226 -0.050
C 2.916 3.438 2.896 -0.013 -0.456 -0.399
O 0.492 1.584 3.225 -0.082 -0.041 -0.412
O 2.075 -0.339 2.854 -0.474 0.556 -0.077
H 0.628 -0.621 0.916 0.985 1.250 0.668
H 4.265 0.300 2.831 0.078 0.552 0.030
H 6.335 1.594 3.345 -0.352 0.384 -0.129
H 6.224 4.109 3.461 -0.234 -0.100 -0.022
H 4.006 5.261 3.322 0.055 -0.535 -0.151
H 1.932 3.912 2.798 0.502 -0.118 0.114
C -4.489 -2.788 3.554 -0.014 -0.272 -0.340
N -4.072 -3.053 2.188 -0.647 -0.558 -0.245
C -4.405 -4.384 1.680 0.253 0.189 0.330
C -3.216 -2.230 1.504 0.430 0.673 -0.775
C -2.346 -2.746 0.511 0.428 0.314 0.202
C -1.440 -1.893 -0.147 -0.514 0.278 0.474
C -1.530 -0.490 0.015 0.767 -0.015 0.611
C -0.558 0.468 -0.594 -1.710 1.497 1.325
C -0.463 0.304 -2.054 0.903 -0.352 -1.507
C 0.154 1.237 -3.013 1.317 -1.156 0.325
C 0.570 2.555 -2.920 0.072 0.496 -0.253
C 1.273 3.133 -3.986 -0.093 0.224 0.398
C 1.647 2.394 -5.119 -0.456 -0.985 -0.019
C 1.250 1.044 -5.240 0.019 0.587 0.201
C 0.561 0.487 -4.162 -1.100 0.302 0.284
N 0.015 -0.783 -4.011 -0.574 0.234 -0.365
C 0.101 -1.890 -4.951 -0.322 -0.286 -0.062
C -0.708 -0.842 -2.848 1.636 -0.157 1.243
C -2.383 0.016 0.994 -0.598 -0.513 0.567
C -3.200 -0.821 1.738 0.288 -0.795 -0.359
H -4.184 -1.785 3.859 -0.086 -0.329 0.060
H -5.585 -2.880 3.622 0.277 0.089 0.168
H -4.023 -3.535 4.219 -0.188 0.286 0.039
H -4.410 -4.423 0.578 0.037 0.193 0.477
H -3.701 -5.146 2.061 -0.191 0.086 -0.177
H -5.412 -4.651 2.033 0.259 0.081 -0.080
H -2.294 -3.831 0.332 0.060 0.654 0.186
H -0.607 -2.343 -0.699 -0.538 0.246 0.062
H -0.602 1.504 -0.250 -1.454 -0.183 -0.795
H 0.323 3.107 -2.010 0.141 0.108 -0.393
H 1.515 4.201 -3.950 0.061 -0.494 0.089
H 2.238 2.857 -5.912 -0.336 -0.084 0.203
H 1.385 0.458 -6.152 0.318 0.316 0.297
H 0.668 -1.600 -5.839 -0.101 -0.003 0.262
H 0.578 -2.774 -4.495 -0.014 0.447 -0.078
H -0.904 -2.204 -5.269 0.256 0.196 0.006
H -1.141 -1.819 -2.596 0.099 0.798 -0.074
H -2.382 1.080 1.232 0.015 -0.210 -0.203
H -3.842 -0.429 2.510 -0.026 0.240 -0.059
```
Positions in Å, forces in eV/Å.

4.
The following is a quantum chemistry calculation of C25H25FN4O3 in the gas phase, from OMol25.

Charge ... 0
Gap between HOMO and LUMO ... 8.134 eV
ΔE to the lowest compared entry with this formula, charge and spin ... 90.0 kcal per mole
E_LUMO ... 0.018 hartree
SMILES ... O=C(NC[C@@H](c1cccnc1)N1CCN(c2ccc(F)cc2)CC1)c1ccc2c(c1)OCO2
Calculated total energy ... -41150.683 eV

```
58
Properties=species:S:1:pos:R:3:forces:R:3
O -2.695 -2.824 0.839 0.013 -0.215 0.215
C -2.903 -1.840 0.158 -0.098 0.061 -0.239
N -2.024 -1.394 -0.774 0.144 0.171 -0.258
H -2.195 -0.515 -1.234 -0.081 -0.082 0.089
C -0.670 -1.880 -0.846 0.129 0.041 0.348
H -0.402 -2.032 -1.893 0.059 -0.058 0.050
H -0.637 -2.839 -0.325 0.048 0.060 -0.153
C 0.283 -0.887 -0.148 -0.177 -0.223 -0.204
N 0.086 0.447 -0.708 0.071 -0.025 0.149
C 0.290 1.567 0.202 -0.182 0.268 -0.015
H -0.662 2.103 0.329 0.120 0.078 0.154
C 1.355 2.542 -0.325 -0.055 -0.115 0.102
N 2.448 1.826 -0.929 -0.426 0.034 -0.139
C 3.596 1.492 -0.250 0.451 0.024 0.167
C 3.728 1.678 1.132 -0.097 0.075 -0.169
C 4.903 1.368 1.788 0.376 -0.095 -0.065
C 5.963 0.853 1.069 -0.097 0.039 -0.028
C 5.874 0.662 -0.297 0.132 0.014 0.353
C 4.703 0.989 -0.949 -0.182 0.062 0.042
H 4.658 0.866 -2.018 -0.026 -0.007 -0.109
H 6.718 0.271 -0.842 0.112 -0.047 -0.048
F 7.110 0.528 1.715 -0.042 0.012 -0.031
H 4.995 1.512 2.853 0.033 0.004 0.112
H 2.906 2.059 1.718 -0.120 0.026 0.040
C 2.050 1.131 -2.134 0.015 -0.014 -0.217
C 0.558 0.724 -2.045 0.060 0.128 -0.053
H -0.064 1.538 -2.437 0.070 -0.102 -0.132
H 0.387 -0.148 -2.676 -0.034 0.032 -0.108
H 2.667 0.241 -2.255 -0.020 0.154 -0.038
H 2.193 1.776 -3.014 -0.010 -0.129 -0.051
H 1.717 3.189 0.473 -0.058 0.047 -0.062
H 0.919 3.187 -1.097 0.006 0.042 0.113
H 0.596 1.193 1.181 -0.010 -0.017 -0.001
C 1.709 -1.390 -0.118 0.063 -0.003 0.175
C 2.455 -1.312 1.055 0.052 -0.144 -0.166
C 3.763 -1.762 1.069 -0.074 -0.066 -0.033
C 4.293 -2.272 -0.106 0.058 0.008 0.327
N 3.598 -2.364 -1.226 0.246 -0.227 -0.483
C 2.346 -1.943 -1.225 -0.328 0.038 0.173
H 1.830 -2.069 -2.169 -0.165 0.053 -0.074
H 5.312 -2.631 -0.155 0.121 -0.002 0.096
H 4.357 -1.718 1.968 0.087 0.011 0.070
H 2.009 -0.914 1.956 -0.065 0.050 0.076
H -0.069 -0.820 0.889 0.048 -0.048 -0.122
C -4.177 -1.063 0.237 -0.279 -0.049 0.229
C -5.330 -1.754 0.588 0.303 -0.034 -0.060
C -6.563 -1.122 0.700 -0.182 0.362 -0.040
C -6.591 0.232 0.461 0.606 0.159 -0.125
C -5.431 0.938 0.130 -0.422 -0.369 0.090
C -4.213 0.319 0.010 -0.255 0.140 0.004
H -3.331 0.896 -0.214 0.151 0.074 -0.039
O -5.739 2.263 -0.033 0.433 -0.229 -0.022
C -7.127 2.370 0.200 -0.656 1.086 -0.065
O -7.649 1.095 0.508 -0.002 -0.497 0.091
H -7.309 3.056 1.042 0.086 -0.216 -0.147
H -7.623 2.763 -0.702 0.145 -0.164 0.172
H -7.457 -1.660 0.965 -0.120 -0.088 0.032
H -5.247 -2.813 0.777 0.026 -0.087 0.029
```
Positions in Å, forces in eV/Å.

> Which formula does entry 2 have?

C25H25Br2Cl4N4O5S2Ti

> Among the records above, which one has the lowest ΔE to the lowest compared entry with this formula, charge and spin?

C25H25BN8O2Pd